A cluster of 12 separate species, C35H98N18O12 in total in a non-equilibrium geometry. Source: the OMol25 dataset; level of theory: wB97M-V/def2-TZVPD.

Geometry as ORCA input:
```
! wB97M-V def2-TZVPD RIJCOSX def2/J DEFGRID3
* xyz 0 1
C -0.005 -1.197 -3.792
C -1.319 -2.008 -3.950
C -1.080 -3.528 -4.313
C -2.008 -2.083 -2.524
C -2.815 -0.802 -2.121
C -3.635 -0.363 -3.287
C -2.935 -0.176 -4.626
C -4.105 -0.006 -5.678
C -2.081 1.145 -4.658
N -2.195 -1.378 -4.936
O -1.787 -1.538 -6.257
H 0.703 -1.928 -3.402
H 0.326 -0.597 -4.638
H -0.256 -0.420 -3.067
H -0.817 -3.726 -5.351
H -0.150 -3.803 -3.807
H -1.844 -4.196 -3.920
H -2.724 -2.883 -2.320
H -1.217 -2.421 -1.851
H -3.386 -1.016 -1.219
H -1.994 -0.114 -1.903
H -3.915 0.661 -3.028
H -4.501 -1.026 -3.290
H -3.797 0.369 -6.655
H -4.924 0.649 -5.377
H -4.599 -0.967 -5.833
H -1.348 1.002 -5.452
H -1.594 1.338 -3.703
H -2.625 2.030 -4.987
H -2.568 -1.898 -6.688
C 0.563 -1.276 0.318
O 0.546 0.096 -0.066
C 0.932 1.027 0.906
C 0.024 2.194 0.975
C -1.401 1.906 1.326
N 0.137 2.972 -0.278
H 1.545 -1.659 0.607
H 0.328 -1.870 -0.564
H -0.100 -1.549 1.141
H 0.942 0.617 1.918
H 1.917 1.352 0.559
H 0.355 2.829 1.801
H -2.013 2.802 1.436
H -1.435 1.618 2.381
H -1.971 1.223 0.697
H -0.505 3.748 -0.158
H -0.456 2.412 -0.886
C -2.063 -4.550 0.289
O -3.153 -3.592 0.366
C -3.932 -3.681 1.510
C -3.402 -2.823 2.715
C -3.026 -1.299 2.406
N -2.209 -3.498 3.321
H -1.414 -4.300 -0.550
H -2.491 -5.471 -0.113
H -1.540 -4.608 1.235
H -4.920 -3.322 1.214
H -4.101 -4.712 1.832
H -4.203 -2.758 3.453
H -2.602 -0.934 3.341
H -3.967 -0.821 2.136
H -2.302 -1.181 1.600
H -1.999 -4.237 2.672
H -1.407 -2.884 3.262
C 2.102 -8.742 -1.134
O 2.040 -7.301 -1.158
C 1.631 -6.838 0.117
C 1.510 -5.340 -0.050
C 2.799 -4.617 -0.458
N 1.110 -4.697 1.222
H 3.084 -8.953 -1.562
H 1.452 -9.337 -1.778
H 1.979 -9.103 -0.113
H 0.649 -7.251 0.367
H 2.204 -7.057 1.023
H 0.719 -5.234 -0.794
H 3.598 -5.019 0.168
H 2.655 -3.547 -0.305
H 3.195 -4.701 -1.469
H 0.627 -5.332 1.850
H 1.938 -4.581 1.797
C 3.267 0.935 8.090
O 1.831 0.883 8.223
C 1.216 0.214 7.110
C 1.424 0.857 5.713
C 0.806 2.328 5.643
N 0.749 0.088 4.647
H 3.700 1.177 7.120
H 3.615 -0.061 8.376
H 3.648 1.607 8.858
H 1.446 -0.830 7.349
H 0.157 0.101 7.357
H 2.473 0.806 5.419
H 1.629 3.035 5.754
H 0.058 2.484 6.420
H 0.350 2.629 4.699
H 0.794 -0.917 4.729
H 1.152 0.434 3.789
C 3.068 -0.176 -5.565
O 3.336 0.180 -4.218
C 4.598 -0.131 -3.818
C 4.756 0.159 -2.325
C 3.893 -0.605 -1.329
N 4.550 1.567 -2.077
H 2.149 0.296 -5.909
H 3.005 -1.265 -5.584
H 3.878 0.309 -6.114
H 4.832 -1.199 -3.920
H 5.347 0.262 -4.514
H 5.721 -0.185 -1.946
H 2.878 -0.222 -1.226
H 4.354 -0.395 -0.362
H 3.984 -1.689 -1.409
H 3.593 1.795 -2.346
H 5.036 2.150 -2.750
N 1.001 4.059 -2.751
C 1.530 2.961 -3.374
N 1.707 1.943 -2.530
O 1.647 2.952 -4.593
H 0.730 3.930 -1.779
H 1.315 4.943 -3.119
H 1.925 1.028 -2.899
H 1.411 2.094 -1.578
N 3.111 -2.376 2.958
C 3.994 -3.380 3.034
N 3.529 -4.524 3.553
O 5.176 -3.300 2.780
H 2.170 -2.644 3.191
H 3.531 -1.490 2.727
H 2.605 -4.570 3.949
H 4.225 -5.250 3.497
N -6.767 6.160 0.740
C -5.874 5.175 0.523
N -4.707 5.473 0.935
O -6.101 4.003 0.164
H -6.579 6.817 1.477
H -7.590 6.119 0.162
H -4.459 6.380 1.299
H -4.206 4.595 0.992
N 5.026 4.754 2.473
C 3.859 4.192 2.719
N 3.354 3.845 1.507
O 3.348 4.210 3.842
H 5.518 5.131 3.268
H 5.271 4.986 1.527
H 2.437 3.426 1.494
H 3.917 3.889 0.675
N -2.282 3.829 -2.957
C -3.084 3.606 -1.915
N -4.393 3.786 -2.177
O -2.565 3.280 -0.822
H -2.694 4.035 -3.852
H -1.295 3.625 -2.919
H -5.056 3.580 -1.440
H -4.662 3.987 -3.124
N -1.308 5.938 1.972
C -2.120 6.955 2.218
N -2.492 7.030 3.484
O -2.583 7.659 1.327
H -1.154 5.275 2.712
H -0.966 5.931 1.024
H -2.386 6.276 4.141
H -3.086 7.818 3.691
*
```

Its HOMO energy is -7.68 eV. Its energy relative to the best compared isomer or geometry (same formula, charge and spin) is 4.633 eV. As for the maximum force: 4.06 eV Å⁻¹. As for the calculated total energy: -3280.75489 a.u. Its structure (SMILES) is CC1(C)CCCC(C)(C)N1O.COC[C@H](C)N.COC[C@H](C)N.COC[C@H](C)N.COC[C@H](C)N.COC[C@H](C)N.NC(N)=O.NC(N)=O.NC(N)=O.NC(N)=O.NC(N)=O.NC(N)=O.

Results of the Mulliken charge analysis, in e, for atoms 1 through 5:
1. C -0.445
2. C 1.515
3. C -1.805
4. C -0.415
5. C 1.351